# 1
19
Properties=species:S:1:pos:R:3:mulliken_charge:R:1 method="wB97M-V/def2-TZVPD" orbital_gap_ev=9.75 relative_energy_kj_mol=233.0 energy_ha=-476.5889 e_homo_ev=-9.5 smiles="N[C@H](C=O)CO.O.O"
N -0.53 -0.26 -0.45 -0.50
C -0.02 -0.38 0.91 0.35
C -0.62 0.76 1.76 0.03
O 0.07 1.41 2.49 -0.50
C 1.46 -0.54 1.07 -0.70
O 2.00 -1.68 0.43 -0.55
H -0.63 -1.17 -0.87 0.26
H -0.03 0.35 -1.09 0.18
H -0.51 -1.31 1.30 0.22
H -1.71 0.80 1.54 0.27
H 2.03 0.36 0.77 0.31
H 1.81 -0.62 2.10 0.35
H 2.20 -1.53 -0.50 0.31
O -3.89 -0.11 -0.24 -0.66
H -3.89 -1.05 -0.40 0.31
H -3.04 0.15 -0.62 0.32
O 1.49 1.32 -2.81 -0.65
H 1.36 2.26 -2.59 0.33
H 2.46 1.22 -2.81 0.32

***

# 2
19
Properties=species:S:1:pos:R:3:mulliken_charge:R:1 method="wB97M-V/def2-TZVPD" orbital_gap_ev=3.52 relative_energy_kj_mol=860.7 energy_ha=-476.3498 e_homo_ev=-8.2
C 0.16 0.72 -1.83 -0.78
N 0.29 -0.56 -1.05 -0.19
C 1.41 -0.86 -0.26 -0.17
C 1.78 -0.21 0.97 0.27
O 0.76 -0.30 1.94 -0.43
O 2.19 1.22 0.86 -0.51
H 0.38 1.50 -1.20 0.33
H -0.82 0.77 -2.27 0.29
H 0.98 0.73 -2.48 0.37
H -0.60 -0.97 -0.78 0.34
H 2.81 -0.58 1.32 0.29
H 2.08 -1.44 -0.81 0.42
H -0.02 -0.07 1.41 0.28
H -2.77 -0.26 0.33 0.40
H -3.18 -1.99 0.06 0.23
O -3.34 -1.14 -0.29 -0.81
H -2.37 1.23 1.47 0.16
H 2.29 1.59 1.73 0.33
O -2.02 0.62 0.88 -0.82

***

# 3
20
Properties=species:S:1:pos:R:3:mulliken_charge:R:1 method="wB97M-V/def2-TZVPD" orbital_gap_ev=9.54 relative_energy_kj_mol=71.6 energy_ha=-874.8020 e_homo_ev=-9.2 smiles="N[C@H](CS)C(=O)O.O.O"
N 0.09 -2.30 -0.91 -0.61
C 0.52 -0.90 -0.69 0.36
C 0.60 -0.53 0.83 -0.64
S 1.98 -1.41 1.69 -0.21
C -0.34 0.12 -1.43 0.31
O -1.41 0.62 -1.22 -0.52
O 0.20 0.26 -2.69 -0.49
H -0.79 -2.67 -0.58 0.23
H 0.00 -2.57 -1.89 0.26
H 1.48 -0.89 -1.19 0.27
H -0.33 -0.93 1.28 0.27
H 0.78 0.55 0.80 0.30
H 1.36 -2.58 1.90 0.13
H -0.21 1.02 -3.13 0.35
O 0.11 3.08 1.00 -0.66
H 0.34 3.27 0.08 0.30
H -0.82 2.85 0.94 0.35
O -3.10 1.75 1.23 -0.63
H -2.84 0.96 1.73 0.31
H -3.37 1.55 0.33 0.31

***

# 4
17
Properties=species:S:1:pos:R:3:mulliken_charge:R:1 method="wB97M-V/def2-TZVPD" orbital_gap_ev=9.75 relative_energy_kj_mol=70.7 energy_ha=-649.0551 e_homo_ev=-9.0 smiles=CCS.NCO
C -1.76 1.19 0.58 -0.89
C -1.72 -0.06 1.46 -0.41
S -2.29 -1.54 0.52 -0.20
H -1.12 1.00 -0.29 0.17
H -2.76 1.30 0.14 0.36
H -1.48 2.08 1.12 0.29
H -2.38 0.02 2.32 0.34
H -0.71 -0.29 1.79 0.25
H -1.40 -1.51 -0.43 0.08
N 1.27 -0.29 -1.61 -0.50
C 1.85 -0.36 -0.32 -0.02
O 3.26 -0.11 -0.17 -0.52
H 1.69 -0.88 -2.32 0.22
H 1.00 0.57 -2.06 0.19
H 1.64 -1.38 0.00 0.22
H 1.33 0.36 0.32 0.15
H 3.58 -0.10 -1.06 0.26

***

# 5
17
Properties=species:S:1:pos:R:3:mulliken_charge:R:1 method="wB97M-V/def2-TZVPD" orbital_gap_ev=9.90 relative_energy_kj_mol=165.4 energy_ha=-649.0190 e_homo_ev=-9.2 smiles=C[C@H](N)CS.O
C 0.54 0.52 -1.63 -1.20
C -0.50 0.43 -0.49 0.37
N 0.12 0.62 0.86 -0.44
C -1.35 -0.82 -0.44 -0.79
S -2.99 -0.32 0.30 -0.19
H 0.15 1.32 -2.46 0.23
H 1.56 0.67 -1.26 0.32
H 0.36 -0.33 -2.21 0.37
H -1.22 1.37 -0.61 0.29
H 0.93 -0.02 1.00 0.03
H -0.57 0.84 1.54 0.19
H -1.01 -1.73 -0.07 0.40
H -1.78 -0.92 -1.44 0.32
H -2.46 0.12 1.43 0.06
O 3.03 -0.78 1.86 -0.65
H 2.28 -0.79 2.48 0.33
H 2.89 -0.18 1.13 0.35

***

# 6
17
Properties=species:S:1:pos:R:3:mulliken_charge:R:1 method="wB97M-V/def2-TZVPD" orbital_gap_ev=9.60 relative_energy_kj_mol=182.0 energy_ha=-649.0127 e_homo_ev=-8.9 smiles=CCS.NCO
C 2.35 -0.43 0.23 -0.95
C 1.06 -1.11 0.47 -0.28
S 1.20 -2.95 0.36 -0.21
H 3.12 -0.62 1.01 0.28
H 2.42 0.67 0.10 0.30
H 2.73 -0.83 -0.61 0.32
H 0.64 -0.98 1.53 0.25
H 0.08 -0.81 -0.12 0.20
H 1.62 -3.17 -0.90 0.10
N -1.15 1.73 -1.10 -0.41
C -2.08 2.04 -0.06 -0.27
O -2.61 3.34 -0.15 -0.55
H -1.38 1.29 -1.97 0.21
H -0.53 2.62 -1.22 0.20
H -3.00 1.44 -0.16 0.26
H -1.65 1.79 0.94 0.23
H -2.27 4.00 0.65 0.34